Below is C29H23CdNPSe3Te as an isolated structure in a non-equilibrium geometry, with properties calculated with ωB97M-V/def2-TZVPD.

```
59
Properties=species:S:1:pos:R:3:forces:R:3:lowdin_charge:R:1
Cd 0.137 -0.247 -0.421 -0.2 -0.3 0.2 1.11
C -4.700 0.614 0.041 -0.1 -0.1 0.0 -0.07
C -4.966 -0.646 0.559 0.1 0.2 -0.2 -0.08
C -4.073 -1.661 0.296 0.1 0.0 -0.1 -0.03
C -2.913 -1.382 -0.436 -0.3 0.1 0.1 -0.29
N -2.631 -0.151 -0.876 0.2 -0.2 0.0 0.08
C -3.527 0.805 -0.669 -0.3 0.2 0.0 -0.15
C -1.969 -2.459 -0.751 0.4 -0.5 0.0 -0.27
C -2.497 -3.655 -1.242 0.0 0.1 0.0 -0.07
C -1.654 -4.703 -1.556 0.0 -0.2 0.0 -0.11
C -0.295 -4.583 -1.318 -0.1 0.0 0.0 -0.10
C 0.222 -3.387 -0.840 0.3 -0.1 0.2 -0.17
C -0.591 -2.287 -0.564 -0.4 0.1 0.0 -0.22
H -5.392 1.426 0.185 0.0 0.2 0.0 0.10
H -5.855 -0.835 1.145 -0.1 0.0 0.0 0.11
H -4.242 -2.666 0.651 0.0 -0.1 0.1 0.11
H -3.298 1.763 -1.118 0.0 0.1 0.1 0.10
H -3.565 -3.747 -1.415 0.0 0.0 0.0 0.10
H -2.047 -5.611 -1.992 -0.1 -0.1 0.0 0.09
H 0.361 -5.424 -1.508 0.1 0.1 -0.1 0.10
H 1.291 -3.324 -0.682 0.0 0.1 -0.1 0.00
Se 2.271 0.110 -1.914 -0.1 0.0 -1.0 -0.31
Se 3.529 -1.689 -1.329 0.2 -0.5 0.1 -0.21
Te 4.419 3.112 -0.262 0.7 0.3 -0.3 -0.03
Se 2.453 1.621 -0.185 0.1 0.5 1.0 -0.44
C 2.303 5.090 3.230 0.0 0.1 -0.1 -0.08
C 2.182 5.122 1.851 0.0 0.2 0.1 -0.12
C 1.311 4.263 1.209 -0.3 0.0 0.0 -0.19
C 0.558 3.356 1.945 0.2 -0.3 -0.1 -0.40
C 0.709 3.298 3.329 0.1 -0.1 -0.1 -0.11
C 1.570 4.173 3.965 0.0 -0.1 0.2 -0.09
P -0.499 2.135 1.088 -0.5 0.1 -0.1 0.98
C -1.206 3.196 -0.239 0.1 -0.1 -0.1 -0.38
C -2.336 3.992 -0.073 0.0 0.0 0.1 -0.10
C -2.770 4.821 -1.094 -0.1 0.1 0.0 -0.09
C -2.085 4.868 -2.297 0.0 0.0 -0.1 -0.09
C -0.978 4.057 -2.485 -0.1 0.1 0.0 -0.07
C -0.549 3.223 -1.468 0.2 -0.1 0.0 -0.13
C -1.874 2.017 2.300 0.2 -0.2 -0.1 -0.38
C -2.332 3.102 3.046 -0.1 0.0 -0.1 -0.12
C -3.344 2.931 3.972 -0.1 0.2 0.1 -0.08
C -3.897 1.676 4.181 0.0 -0.1 0.0 -0.09
C -3.434 0.591 3.459 -0.1 0.0 0.1 -0.09
C -2.423 0.761 2.529 0.2 0.0 -0.1 -0.11
H 2.989 5.760 3.728 0.1 0.0 0.0 0.10
H 2.786 5.792 1.259 0.1 0.1 0.0 0.09
H 1.244 4.276 0.130 0.0 0.1 0.0 0.07
H 0.159 2.566 3.905 0.0 0.0 0.0 0.10
H 1.675 4.123 5.040 0.0 0.0 0.1 0.10
H -2.888 3.966 0.854 0.0 0.0 0.0 0.09
H -3.648 5.438 -0.947 0.0 0.0 0.0 0.10
H -2.416 5.529 -3.087 0.0 0.0 0.0 0.10
H -0.436 4.081 -3.420 0.0 0.0 -0.1 0.11
H 0.338 2.614 -1.623 -0.1 0.0 0.1 0.03
H -1.882 4.075 2.906 0.0 0.1 0.0 0.11
H -3.702 3.780 4.537 0.0 0.0 0.1 0.10
H -4.671 1.541 4.925 -0.1 0.0 0.0 0.10
H -3.850 -0.392 3.627 0.0 -0.1 0.0 0.10
H -2.037 -0.094 1.984 -0.1 0.0 0.0 0.08
```
Forces are in eV/Å.

Calculated values
Relative energy (zero: lowest compared OMol25 entry of this formula, charge and spin) = 52.3 kcal per mole
Total charge = -1
Lowest unoccupied orbital energy = 2.170 eV
HOMO-LUMO gap = 5.334 eV
Energy = -249123.67991 eV
2S+1 = 1